Density functional theory data (ωB97M-V with the def2-TZVPD basis set) for a single C16H17N7 molecule.

Element x y z (Å)
N  3.7694  1.0277  4.2143
N  -1.1486  0.4707  -0.1712
N  4.0476  2.4994  2.3067
N  0.8709  3.2362  -0.9755
N  -0.3309  3.8121  -1.0672
N  -3.1323  -0.6886  0.0472
N  -0.5276  1.6218  -0.6084
C  2.7591  0.6929  2.1357
C  3.2506  -0.0714  4.6549
C  -1.1963  2.8145  -0.9115
C  2.7499  1.4246  0.8557
C  -2.5842  2.7990  -0.8302
C  -2.4197  -1.9605  0.2879
C  -3.2434  1.6474  -0.4054
C  2.0024  -0.3893  2.6157
C  0.7740  1.9465  -0.6260
C  3.6880  2.4092  0.9374
C  3.6167  1.4362  2.9815
C  -1.8331  -2.6156  -0.9534
C  -2.4358  0.4493  -0.1457
C  1.9453  0.9525  -0.4118
C  2.8633  0.9305  -1.6518
C  2.3840  -0.8870  3.8758
H  -2.6456  -3.0994  -1.5437
H  3.9142  3.1433  0.1587
H  3.7875  0.3765  -1.4615
H  -1.6456  -1.8624  1.0618
H  1.5244  -0.0783  -0.2263
H  -4.3384  1.5797  -0.2747
H  2.3632  0.4489  -2.4826
H  -1.0206  -3.2875  -0.8218
H  1.9324  -1.8694  4.2327
H  -1.3265  -1.8819  -1.6128
H  4.8041  3.1144  2.7243
H  3.6390  -0.4133  5.6328
H  -4.1203  -0.6893  -0.2875
H  -2.9837  3.7722  -0.8946
H  1.3886  -0.9000  1.9646
H  -3.1038  -2.6758  0.6699
H  3.1286  1.9315  -1.8269

Atoms 1-3, force components in eV/Å:
N 2.3 2.3 1.3
N 1.8 -0.6 -0.4
N 3.3 2.6 -0.1

Calculated values
Highest occupied orbital energy ... -0.3036 hartree
Net charge ... 0
Structure (SMILES) ... CCNc1ccc2nnc([C@@H](C)c3c[nH]c4ncccc34)n2n1

=====

Density functional theory data (ωB97M-V with the def2-TZVPD basis set) for a 2-piece molecular cluster, C16H17NO overall.

Element x y z (Å)
O  -4.0271  2.4752  0.7114
N  0.3258  -2.8065  2.2824
C  -1.6700  2.8408  0.4203
C  1.8078  0.6696  0.6490
C  0.6978  -1.5717  1.8280
C  1.0544  -3.0872  0.1761
C  0.7400  1.5931  -2.2158
C  -1.7820  1.4423  -1.9547
C  -2.9633  1.6576  -1.2395
C  -0.5510  1.8861  -1.5111
C  1.1111  0.8183  1.8379
C  1.8902  -0.5737  -0.0165
C  -2.8705  2.3398  -0.0455
C  1.2279  -1.7139  0.5200
C  0.5909  -3.7479  1.2785
C  0.6324  -0.3405  2.4998
C  1.3227  -3.7622  -1.1320
C  -0.5066  2.5743  -0.3030
H  0.1708  -4.7113  1.4727
H  2.6009  -0.6835  -0.8259
H  -3.7565  2.7937  1.5900
H  1.4874  -4.8274  -1.0136
H  0.7474  1.5750  -3.3007
H  -3.8983  1.3383  -1.6766
H  0.5994  -3.3807  -1.8687
H  0.4186  3.0200  0.0496
H  1.1935  0.6576  -1.8830
H  2.1939  -3.3549  -1.6809
H  -1.8804  0.8620  -2.8653
H  1.4011  2.4360  -1.9872
H  1.0070  1.8477  2.1509
H  2.1585  1.5197  0.0866
H  -1.5683  3.4550  1.3116
H  0.0188  -2.9698  3.2193
H  0.0759  -0.2709  3.4358

Atoms 1-3, force components in eV/Å:
O 0.2 0.3 0.3
N 0.2 0.6 -0.6
C 0.9 -0.1 -0.5

Calculated values
Highest occupied orbital energy (spin up / spin down) ... 0.0190 / -0.1113 hartree
Net charge ... -1
2S+1 ... 2

=====

Density functional theory data (ωB97M-V with the def2-TZVPD basis set) for a 2-piece molecular cluster, C16H17NO overall.

Element x y z (Å)
O  1.8995  -1.9642  -1.6472
N  -2.6933  -2.3195  2.9307
C  2.3573  0.1846  -0.8743
C  -1.4924  -0.7698  1.8203
C  1.6482  -0.1102  -3.1982
C  1.9303  -0.6300  -1.9757
C  -1.8657  0.1145  -0.3317
C  1.9753  2.0936  -2.3247
C  -3.0914  -0.6542  -0.3789
C  -1.1411  0.1410  0.8192
C  -2.6583  -1.5721  1.7383
C  2.4242  1.5214  -1.1068
C  1.6041  1.2830  -3.3649
C  -1.6053  -2.1072  3.6717
C  -0.8025  -1.1279  3.0152
C  1.9569  3.5902  -2.4902
C  0.4090  -0.5590  3.5911
C  -3.4903  -1.4971  0.6375
H  2.7261  2.3367  -0.4699
H  1.1471  -1.3071  3.9269
H  -3.3779  -3.0585  3.0119
H  -4.5321  -1.7939  0.6797
H  -3.7723  -0.6116  -1.2184
H  1.3555  3.9137  -3.3375
H  1.5098  4.1301  -1.6469
H  0.1322  -0.0494  4.5199
H  2.5255  -0.3051  0.0779
H  1.0357  1.6213  -4.2297
H  2.9867  3.9481  -2.5186
H  0.9418  0.1649  2.9691
H  1.3873  -0.7769  -4.0090
H  1.9565  -2.4862  -2.4426
H  -1.7272  0.5956  -1.2764
H  -1.3482  -2.7525  4.4853
H  -0.3113  0.8139  0.9467

Atoms 1-3, force components in eV/Å:
O -0.1 0.2 0.0
N -0.5 -0.5 -0.5
C -0.8 -0.7 -1.1

Calculated values
Highest occupied orbital energy (spin up / spin down) ... -0.3886 / -0.3885 hartree
Net charge ... +1
2S+1 ... 2

=====

Density functional theory data (ωB97M-V with the def2-TZVPD basis set) for a single C16H18 molecule.

Element x y z (Å)
C  1.6693  -0.4647  0.6533
C  3.6155  0.8886  1.0227
C  -2.5942  -0.6117  -0.0739
C  0.9856  0.7286  0.2907
C  1.6097  1.9764  0.4334
C  0.9495  -1.7437  0.5735
C  -1.6766  2.0614  -1.7404
C  3.0444  -0.3751  1.0161
C  2.9277  2.0268  0.7304
C  -1.0479  1.9108  -0.4942
C  -0.4479  -1.8239  0.2981
C  -2.2914  3.3542  -2.3651
C  -0.3737  0.6403  -0.0788
C  1.5990  -3.0401  1.0225
C  -1.0826  -0.5878  0.0644
C  -1.3066  -3.1237  0.4755
H  -2.8864  -0.7095  -1.1399
H  -2.4907  4.1565  -1.6654
H  2.6046  -2.8757  0.9791
H  -3.1656  -1.3760  0.5772
H  -3.0302  0.2908  0.2047
H  -1.5285  3.7039  -2.9983
H  -3.2031  2.9444  -2.8857
H  -1.0477  2.8017  0.1594
H  3.4954  2.9285  0.6801
H  1.3936  -3.8490  0.3087
H  -1.1284  -3.3245  1.5642
H  -2.3487  -3.2066  0.1559
H  0.9793  2.9146  0.2361
H  -1.9189  1.1650  -2.2909
H  -0.8785  -3.8354  -0.1515
H  1.2663  -3.3247  2.0641
H  3.6517  -1.1617  1.1433
H  4.6560  0.9415  1.2308

Atoms 1-3, force components in eV/Å:
C -0.6 -1.7 -0.5
C 0.5 -2.7 0.3
C -0.6 -1.6 -0.2

Calculated values
Highest occupied orbital energy ... -0.2742 hartree
Net charge ... 0
Structure (SMILES) ... C/C=C/c1c(C)c(C)c(C)c2ccccc12

=====

Density functional theory data (ωB97M-V with the def2-TZVPD basis set) for C16H18B2MgN6O2 as an isolated structure.

Element x y z (Å)
Mg  -0.4564  -0.4026  -0.5213
O  0.0130  0.9976  2.5880
O  0.0705  -1.3055  2.6854
N  1.2286  -0.9912  -1.4430
N  0.5016  1.8880  -2.1782
N  1.5509  -0.3604  -2.6365
N  -1.4498  -0.3632  -2.2888
N  0.0104  1.6587  -0.9074
N  -0.7610  0.1576  -3.3801
C  0.1961  -0.7107  6.2977
C  0.1884  -0.7996  3.9324
C  0.2131  0.6832  6.2426
C  -2.7307  -0.5092  -4.1359
C  0.1994  1.3632  5.0165
C  0.1906  -1.4772  5.1240
C  -0.0014  2.8468  -0.2836
C  0.1776  0.6019  3.8735
C  0.4365  3.8517  -1.1648
C  -1.5139  0.0741  -4.4826
C  2.6804  -0.8771  -3.1370
C  2.1840  -1.8988  -1.2173
C  -2.6505  -0.7692  -2.7481
C  3.0982  -1.8982  -2.2820
C  -1.7970  -2.1784  0.6270
C  0.7798  3.1858  -2.3370
B  -0.0858  -0.1936  1.7799
B  0.6500  0.7633  -3.2245
H  -1.8861  -1.1086  0.2703
H  -0.8084  -2.6549  0.6000
H  1.0763  1.1790  -4.2560
H  0.5031  4.8994  -0.9841
H  1.2099  3.5098  -3.2585
H  3.9374  -2.5413  -2.4188
H  -2.4767  -2.8007  0.0282
H  0.1917  -1.2255  7.2608
H  0.2392  1.2669  7.1657
H  0.1919  2.4472  4.9293
H  -2.1541  -2.2200  1.6599
H  -1.1210  0.4309  -5.4256
H  0.1652  -2.5654  5.1145
H  2.1765  -2.4850  -0.3158
H  3.0836  -0.4576  -4.0452
H  -0.2926  2.9370  0.7515
H  -3.3965  -1.2205  -2.0933
H  -3.5620  -0.7277  -4.7818

Atoms 1-3, force components in eV/Å:
Mg 1.3 1.5 1.2
O 0.1 -0.5 -0.6
O -0.1 0.3 -0.7

Calculated values
Highest occupied orbital energy ... -0.2787 hartree
Net charge ... 0

=====

Density functional theory data (ωB97M-V with the def2-TZVPD basis set) for C16H18B2N6O2Pt as an isolated structure.

Element x y z (Å)
Pt  -0.8602  -0.5402  -0.2633
O  0.0454  -0.8321  2.6572
O  -1.2939  1.0010  2.3406
N  -1.5768  -0.2992  -2.0834
N  -0.8265  0.0728  -3.1953
N  0.4470  1.6929  -1.9280
N  -0.1291  1.3682  -0.7271
N  1.6269  -0.3994  -2.3872
N  1.1636  -0.9728  -1.2202
C  -2.8203  -0.6524  -2.5027
C  -0.1671  -0.8778  5.1099
C  -1.4626  1.0123  5.9789
C  -1.8712  -1.8517  0.7959
C  2.0810  -1.8679  -0.7243
C  -1.6240  -0.0229  -4.2783
C  -1.5578  1.6063  4.7114
C  -0.2536  -0.2807  3.8587
C  3.1092  -1.8905  -1.6392
C  0.3576  3.5340  -0.7101
C  -2.8691  -0.4944  -3.8801
C  2.7857  -1.0009  -2.6736
C  -0.2073  2.4947  0.0190
C  0.7548  3.0007  -1.9196
C  -0.9940  0.8933  3.6627
C  -0.8115  -0.2149  6.1657
B  0.6477  0.6337  -3.0418
B  -0.6880  -0.1013  1.6716
H  1.2179  3.4219  -2.7947
H  3.9762  -2.5272  -1.5879
H  1.0809  1.0668  -4.0649
H  0.2141  -1.2491  -1.5073
H  -0.7835  -0.6733  7.1592
H  -1.9144  1.5232  6.8357
H  -1.2453  -2.5154  1.4136
H  3.2885  -0.7708  -3.6017
H  -3.5519  -1.0169  -1.7966
H  0.4530  4.5626  -0.3888
H  0.3395  -1.8341  5.2171
H  -0.6841  2.5035  0.9912
H  -2.7757  -1.5260  1.3126
H  1.9242  -2.2972  0.2598
H  -1.2435  0.2275  -5.2629
H  -2.1874  -2.4538  -0.0658
H  -3.7104  -0.7325  -4.5116
H  -2.0505  2.5605  4.5337

Atoms 1-3, force components in eV/Å:
Pt 0.9 4.9 4.5
O -0.3 0.1 -0.7
O 0.3 -0.1 -1.2

Calculated values
Highest occupied orbital energy (spin up / spin down) ... -0.1789 / -0.3071 hartree
Net charge ... 0
2S+1 ... 3

=====

Max |F| list, top to bottom, in eV/Å: 4.19 1.99 3.25 4.67 2.31 6.79
Relative energy (zero: lowest compared OMol25 entry of this formula, charge and spin) list, top to bottom, in kcal/mol: 28.3 11.6 9.4 42.4 3.6 0.0